(1)
C5H7Cl2N2OS | ωB97M-V/def2-TZVPD

Structure (XYZ):
```
18
C5H7Cl2N2OS (ωB97M-V/def2-TZVPD)
C 1.508 -0.859 -0.045
C -1.726 1.693 0.498
C 0.480 -1.191 -0.999
C 2.841 -1.356 -0.244
C -1.191 3.039 0.601
N -1.198 -1.055 -1.523
N -2.070 0.607 0.481
O -3.538 -1.254 -0.842
S -2.196 -1.268 -0.443
Cl 1.253 0.046 1.437
Cl -1.948 -2.112 1.440
H 0.904 -1.879 -1.843
H 3.728 -0.585 -0.053
H 3.117 -1.794 -1.149
H 3.171 -2.075 0.516
H -0.120 2.909 0.600
H -1.318 3.432 1.611
H -1.698 3.702 -0.043
```

## Properties
* LUMO: -0.222 Eh
* SMILES: CC#[N+][S@](=O)(Cl)=N/C=C(/C)Cl
* charge: +1
* spin multiplicity: 1
* maximum force: 0.113 hartree/bohr

(2)
C5H7Cl2N3P | ωB97M-V/def2-TZVPD

Structure (XYZ):
```
18
C5H7Cl2N3P (ωB97M-V/def2-TZVPD)
C 0.000 1.689 -1.175
C -0.883 0.767 -0.694
C 1.390 1.461 -0.996
C 0.955 -0.603 -0.003
C -1.258 -1.394 0.320
N 1.839 0.371 -0.364
N -0.365 -0.355 -0.172
N 2.972 -0.620 1.797
P 3.458 -0.296 0.422
Cl 4.480 1.436 0.235
Cl 4.070 -1.523 -1.012
H -0.454 2.630 -1.599
H -1.923 0.840 -0.689
H 2.008 2.204 -1.480
H -2.213 -1.631 -0.181
H -0.735 -2.293 0.338
H -1.487 -1.223 1.287
H 3.072 -1.561 2.155
```

## Properties
* LUMO: -0.181 Eh
* charge: +1
* spin multiplicity: 1
* maximum force: 0.068 hartree/bohr

(3)
C5H7ClN2 | ωB97M-V/def2-TZVPD

Structure (XYZ):
```
15
C5H7ClN2 (ωB97M-V/def2-TZVPD)
C 2.085 -0.826 0.354
C 0.774 -0.755 0.508
C -1.301 -0.036 -0.316
C -1.832 -1.216 -0.680
C 0.338 1.615 0.408
H 2.578 -1.725 0.776
H 0.342 -1.578 1.138
H -1.987 0.770 -0.092
H -1.123 -2.011 -0.778
H -2.950 -1.341 -0.813
H 1.030 1.838 1.212
H -0.770 2.210 -0.995
N -0.050 0.265 0.152
N -0.157 2.598 -0.251
Cl 3.021 0.192 -0.624
```

## Properties
* LUMO: 0.031 Eh
* SMILES: [H]/N=C\N(C=C)/C=C\Cl
* charge: 0
* spin multiplicity: 1
* maximum force: 0.051 hartree/bohr